The following is a quantum chemistry calculation of a gas-phase ion, CH2N3 (charge +1) at a distorted geometry, from OMol25.

ORCA input file:
```
! wB97M-V def2-TZVPD RIJCOSX def2/J DEFGRID3
* xyz 1 1
H -1.362 0.830 1.173
N -1.213 0.264 0.302
C -0.333 -0.236 -0.363
N 1.255 -0.342 0.095
N 2.181 0.237 0.062
H -0.527 -0.753 -1.270
*
```

Output
Largest force on an atom: 5.016 eV/A
LUMO energy (spin up / spin down): -7.210 / -7.210 eV
SMILES: [H]/N=C\[N+]#N
Orbital gap (spin up / spin down): 0.396 / 0.396 hartree
Energy: -203.20197 a.u.
Relative energy (zero: lowest compared OMol25 entry of this formula, charge and spin): 170.4 kJ/mol
HOMO energy (spin up / spin down): -0.6614 / -0.6614 Ha

***

The following is a quantum chemistry calculation of C23H19F4NO3 in the gas phase at a distorted geometry, from OMol25.

ORCA input file:
```
! wB97M-V def2-TZVPD RIJCOSX def2/J DEFGRID3
* xyz 0 1
O 2.563 6.840 0.235
C 1.837 5.832 0.078
O 0.537 5.936 -0.247
C 2.266 4.439 0.165
C 1.302 3.304 0.200
C 1.987 2.195 0.312
C 1.538 0.832 0.605
C 2.293 0.080 1.617
C 1.781 -1.216 2.015
C 0.617 -1.766 1.446
C 0.122 -3.057 1.921
C 0.998 -4.192 1.741
C 0.521 -5.431 2.059
C -0.737 -5.632 2.585
F -1.122 -6.901 2.921
C -1.536 -4.536 2.950
C -1.161 -3.149 2.498
C -2.231 -2.062 2.743
F -3.207 -1.872 1.827
F -2.897 -2.380 3.788
F -1.702 -0.863 3.061
C -0.095 -0.923 0.539
C 0.355 0.298 -0.026
C -0.426 0.950 -1.212
C -1.808 0.277 -1.629
C -2.396 0.928 -2.866
C -1.349 0.884 -4.091
C -0.136 1.532 -3.582
C 0.508 0.814 -2.479
O 3.346 2.518 0.365
N 3.488 3.981 0.362
H 0.367 6.890 -0.413
H 0.220 3.401 0.416
H 3.237 0.478 1.969
H 2.300 -1.850 2.771
H 1.991 -4.111 1.319
H 1.184 -6.326 2.091
H -2.480 -4.735 3.297
H -0.824 -1.452 -0.024
H -0.563 1.993 -0.923
H -2.473 0.110 -0.806
H -1.738 -0.830 -1.823
H -3.206 0.183 -3.161
H -2.795 1.992 -2.728
H -1.654 1.497 -4.963
H -1.174 -0.123 -4.320
H -0.331 2.558 -3.234
H 0.593 1.708 -4.437
H 1.465 1.274 -2.330
H 0.624 -0.319 -2.601
*
```

Output
Largest force on an atom: 4.531 eV/A
LUMO energy: -0.338 eV
SMILES: O=C(O)c1cc(-c2ccc(-c3ccc(F)cc3C(F)(F)F)cc2C2CCCCC2)on1
Orbital gap: 0.316 hartree
Energy: -1567.68823 a.u.
Relative energy (zero: lowest compared OMol25 entry of this formula, charge and spin): 240.0 kJ/mol
HOMO energy: -0.3289 Ha